C22H24N4S3Sn as an isolated structure. Source: the Open Molecules 2025 dataset; level of theory: ωB97M-V with the def2-TZVPD basis set.

- ΔE to the lowest compared entry with this formula, charge and spin (eV) = 0.110
- total energy (eV) = -67500.336
- E_LUMO (hartree) = 0.0129
- E_HOMO (Eh) = -0.282

Last column: Mulliken charge in e.
Atoms and positions in Å:
Sn 0.05461 -1.38039 0.71795  0.498
C 0.41366 2.94427 -2.70754  -1.042
C -0.17358 1.64074 -3.24110  -1.126
N 0.79692 0.55066 -3.28838  0.228
C 1.47624 0.34734 -4.56781  -0.762
C 0.62850 -0.42058 -5.57380  -0.964
C 1.03422 -0.20855 -2.20188  1.217
C 1.93801 -1.40232 -2.34116  -0.836
N 0.50396 0.01543 -1.03848  -0.545
H -0.36489 3.70602 -2.64768  0.381
H 1.20109 3.31361 -3.36757  0.327
H 0.84328 2.81330 -1.71325  0.304
H -0.53455 1.79154 -4.25743  0.350
H -1.03407 1.32726 -2.64857  0.625
H 2.41279 -0.17453 -4.39979  0.374
H 1.73005 1.33124 -4.96485  0.360
H 0.42726 -1.43408 -5.22432  0.212
H 1.15376 -0.48437 -6.52827  0.394
H -0.32836 0.07447 -5.74775  0.317
H 1.60378 -2.05529 -3.14784  0.209
H 1.93145 -1.96683 -1.41112  -0.251
H 2.96529 -1.09725 -2.54380  0.443
H -0.10946 0.81992 -0.97924  0.184
C -1.66642 -0.09479 0.98851  -0.719
C -2.78173 0.33087 1.20390  0.271
C -4.11142 0.82237 1.45283  0.309
C -4.35793 2.16966 1.71502  -0.427
C -5.65358 2.61309 1.93256  -0.451
C -6.71543 1.72044 1.89387  -0.396
C -6.47803 0.37528 1.64006  -0.462
C -5.18620 -0.07398 1.42011  -0.529
H -3.52734 2.86267 1.74812  0.418
H -5.83676 3.66125 2.13312  0.374
H -7.72585 2.07188 2.05976  0.371
H -7.30409 -0.32400 1.61065  0.377
H -4.98756 -1.11799 1.21821  0.423
S 2.27114 -6.68060 -3.26780  -0.335
C 1.37978 -5.70309 -2.28379  0.190
S -0.01397 -4.79931 -2.82195  -0.110
C -0.14211 -4.00505 -1.26524  0.344
N 0.74401 -4.40909 -0.42536  -0.663
N 1.57608 -5.36559 -0.98229  0.556
C 2.54219 -5.92759 -0.08656  0.461
C 3.15084 -5.08162 0.83129  -0.144
C 4.04892 -5.59969 1.75010  -0.654
C 4.34349 -6.95636 1.75002  -0.448
C 3.73126 -7.79124 0.82718  -0.618
C 2.82362 -7.28486 -0.09186  -0.494
S -1.33350 -2.77730 -0.96704  -0.373
H 2.91019 -4.02800 0.82278  0.346
H 4.51635 -4.94243 2.47214  0.369
H 5.04532 -7.36108 2.46812  0.378
H 3.95194 -8.85121 0.82068  0.358
H 2.34292 -7.93621 -0.80556  0.381